10
Properties=species:S:1:pos:R:3 method="wB97M-V/def2-TZVPD" orbital_gap_ev=8.6 lumo_energy_ev=-0.8 homo_energy_ha=-0.345 energy_ha=-450.65334 relative_energy_kcal_mol=94.1
O 0.205 -0.263 -1.725
O -1.141 -0.662 1.793
O -0.658 -1.803 -0.415
N -0.358 0.440 1.619
N 0.992 1.236 -0.204
C -0.293 -0.703 -0.455
C 0.127 0.444 0.377
C 0.980 0.752 -1.463
H 1.493 1.146 -2.322
H -1.346 -0.586 2.793